This record from the OMol25 dataset describes C7H22O7Tl as an isolated structure. The level of theory is the ωB97M-V functional and the def2-TZVPD basis.

The value obtained for the HOMO energy is -18.3 eV. The gap between HOMO and LUMO comes out at 0.072 Eh. The calculation puts the LUMO energy at -16.4 eV. The charge is +3. As for the energy above the lowest of the compared OMol25 structures with the same formula, charge and spin: 47.02 kcal/mol.

Each line ends with the natural charge from an NBO analysis.
CARTESIAN COORDINATES (ANGSTROEM)
Tl  -0.239  0.007  -0.355  0.971
C  -1.860  -2.408  -4.093  -0.263
O  -2.100  -2.639  -2.660  -0.618
H  -1.862  -1.341  -4.315  0.209
H  -0.820  -2.618  -4.344  0.223
H  -2.669  -2.943  -4.591  0.235
H  -2.293  -3.555  -2.447  0.501
C  -5.047  -0.632  1.532  -0.093
C  -4.071  -1.135  2.698  -0.095
O  -2.892  -0.178  2.708  -0.607
O  -4.399  -0.349  0.287  -0.574
H  -5.507  0.295  1.876  0.258
H  -5.803  -1.408  1.412  0.223
H  -3.598  -2.076  2.417  0.246
H  -4.516  -1.307  3.679  0.248
H  -2.795  0.193  3.588  0.501
H  -5.167  -0.186  -0.265  0.505
C  1.727  4.515  0.892  -0.119
C  1.899  3.922  2.241  -0.103
O  0.923  2.788  2.355  -0.596
O  1.638  3.749  -0.379  -0.609
H  2.650  5.087  0.983  0.223
H  0.948  5.275  0.962  0.256
H  1.843  4.739  2.961  0.250
H  2.818  3.379  2.458  0.251
H  0.567  2.832  3.246  0.496
H  2.291  4.038  -1.020  0.510
C  4.268  -1.146  -1.226  -0.110
C  3.706  -2.514  -1.314  -0.104
O  2.401  -2.609  -1.802  -0.596
O  3.702  -0.300  -0.252  -0.611
H  4.092  -0.651  -2.181  0.252
H  5.339  -1.240  -1.047  0.232
H  3.750  -2.910  -0.300  0.256
H  4.348  -3.197  -1.871  0.236
H  2.299  -3.512  -2.113  0.508
H  4.427  0.035  0.281  0.506

This record from the OMol25 dataset describes one molecule with the formula C22H26N2O7S. The level of theory is the ωB97M-V functional and the def2-TZVPD basis.

The value obtained for the HOMO energy is -8.2 eV. Its SMILES is CCOC(=O)c1c(C2CC2)csc1NC(=O)COC(=O)CN1C(=O)[C@H]2CCCC[C@H]2C1=O. The gap between HOMO and LUMO comes out at 0.326 Eh. The calculation puts the LUMO energy at 0.6 eV. The charge is 0. As for the energy above the lowest of the compared OMol25 structures with the same formula, charge and spin: 0.00 kcal/mol.

Each line ends with the natural charge from an NBO analysis.
CARTESIAN COORDINATES (ANGSTROEM)
C  -1.415  3.966  1.485  -0.634
C  -1.351  4.470  0.050  -0.074
H  -0.974  5.494  0.007  0.190
H  -2.342  4.417  -0.413  0.200
O  -0.432  3.707  -0.729  -0.495
C  -0.876  2.559  -1.240  0.803
O  -2.024  2.167  -1.087  -0.663
C  0.125  1.818  -1.995  -0.285
C  -0.185  0.578  -2.529  0.067
N  -1.401  -0.044  -2.406  -0.617
C  -1.569  -1.336  -2.776  0.671
O  -0.721  -1.959  -3.376  -0.592
C  -2.919  -1.950  -2.388  -0.155
H  -3.458  -2.270  -3.281  0.227
H  -3.517  -1.244  -1.805  0.198
O  -2.711  -3.143  -1.629  -0.476
C  -1.830  -3.039  -0.642  0.809
O  -1.243  -2.027  -0.363  -0.603
C  -1.637  -4.350  0.108  -0.332
N  -0.772  -4.091  1.230  -0.483
C  -1.183  -3.321  2.304  0.723
O  -2.314  -2.957  2.484  -0.578
C  0.031  -3.139  3.195  -0.311
C  0.038  -1.819  3.963  -0.395
C  0.414  -0.644  3.069  -0.403
C  1.760  -0.913  2.408  -0.396
C  1.631  -2.112  1.478  -0.404
H  2.571  -2.314  0.963  0.225
H  0.879  -1.877  0.722  0.230
C  1.203  -3.385  2.238  -0.306
C  0.603  -4.275  1.172  0.725
O  1.155  -4.972  0.366  -0.566
H  2.066  -3.840  2.726  0.233
H  2.076  -0.046  1.827  0.215
H  2.517  -1.105  3.172  0.192
H  0.456  0.268  3.667  0.210
H  -0.347  -0.512  2.297  0.209
H  -0.956  -1.668  4.388  0.231
H  0.755  -1.890  4.785  0.203
H  -0.015  -3.960  3.922  0.241
H  -1.152  -5.079  -0.547  0.270
H  -2.605  -4.728  0.444  0.250
H  -2.065  0.494  -1.839  0.459
S  1.131  -0.157  -3.343  0.521
C  2.118  1.218  -2.986  -0.438
C  1.484  2.183  -2.272  -0.001
C  2.102  3.453  -1.833  -0.250
C  3.265  4.044  -2.569  -0.414
C  1.920  4.693  -2.665  -0.401
H  1.752  5.629  -2.157  0.212
H  1.379  4.597  -3.594  0.215
H  4.034  4.535  -1.993  0.216
H  3.638  3.531  -3.441  0.213
H  2.074  3.593  -0.759  0.231
H  3.137  1.220  -3.316  0.234
H  -2.077  4.603  2.066  0.217
H  -1.798  2.949  1.505  0.224
H  -0.424  3.979  1.933  0.209

This record from the OMol25 dataset describes H24Hg2O16P as an isolated structure. The level of theory is the ωB97M-V functional and the def2-TZVPD basis.

The value obtained for the HOMO energy is -12.8 eV. The gap between HOMO and LUMO comes out at 0.168 Eh. The calculation puts the LUMO energy at -8.3 eV. The charge is +1. As for the energy above the lowest of the compared OMol25 structures with the same formula, charge and spin: 41.20 kcal/mol.

Each line ends with the natural charge from an NBO analysis.
CARTESIAN COORDINATES (ANGSTROEM)
Hg  -4.880  22.677  18.059  1.414
Hg  -4.378  22.199  14.781  1.583
P  -6.360  23.964  15.487  1.929
O  -6.480  22.766  14.658  -1.040
O  -4.928  23.744  16.215  -0.858
O  -5.311  24.139  14.474  -1.220
O  -5.949  22.680  16.185  -0.765
O  -6.062  20.310  15.321  -1.018
H  -6.829  19.756  15.465  0.520
H  -6.339  21.266  15.259  0.470
O  -7.884  23.290  12.629  -0.955
H  -7.378  23.076  13.411  0.424
H  -7.369  24.019  12.201  0.484
O  -8.799  25.437  14.728  -0.940
H  -9.277  26.067  15.275  0.477
H  -9.484  24.829  14.513  0.481
O  -4.333  26.402  14.419  -1.019
H  -4.721  25.466  14.376  0.474
H  -3.844  26.590  13.586  0.490
O  -6.779  21.354  18.096  -0.951
H  -6.710  21.756  17.202  0.488
H  -6.743  20.406  17.884  0.518
O  -6.264  25.233  12.215  -0.934
H  -5.878  24.986  11.361  0.487
H  -5.893  24.605  12.895  0.471
O  -6.591  26.610  16.590  -0.970
H  -6.717  27.223  15.917  0.490
H  -5.691  26.429  16.834  0.486
O  -5.561  21.465  12.582  -0.910
H  -6.063  20.650  12.704  0.493
H  -6.071  22.019  13.159  0.469
O  -8.658  21.763  15.399  -0.972
H  -7.727  22.050  15.087  0.450
H  -8.914  22.340  16.151  0.469
O  -3.622  23.879  12.808  -0.988
H  -2.740  24.279  12.930  0.481
H  -4.291  24.097  13.560  0.473
O  -4.038  25.731  17.034  -0.948
H  -4.447  24.922  16.525  0.429
H  -3.817  26.266  16.279  0.512
O  -2.485  23.438  15.842  -0.946
H  -3.455  23.789  15.888  0.472
H  -2.080  23.851  15.102  0.499

This record from the OMol25 dataset describes C42H46BaCl2N5O2Si as an isolated structure. The level of theory is the ωB97M-V functional and the def2-TZVPD basis.

The value obtained for the HOMO energy is -2.8 eV. The gap between HOMO and LUMO comes out at 0.162 Eh. The calculation puts the LUMO energy at 1.6 eV. The charge is -1. As for the energy above the lowest of the compared OMol25 structures with the same formula, charge and spin: 0.00 kcal/mol.

Each line ends with the Mulliken charge.
CARTESIAN COORDINATES (ANGSTROEM)
Ba  0.029  -0.896  -0.324  1.016
C  -1.562  -2.491  2.374  -1.733
N  -0.641  -1.315  2.369  1.062
C  0.644  -1.628  3.001  -0.553
C  1.344  -2.794  2.314  0.093
C  2.017  -3.772  3.037  -0.838
C  2.642  -4.799  2.353  -0.615
C  2.579  -4.841  0.971  -0.862
C  1.882  -3.836  0.319  -1.054
N  1.285  -2.840  0.978  1.257
C  -1.284  -0.140  2.955  -1.474
C  -0.490  1.160  2.901  0.876
C  -0.857  2.077  3.868  -1.203
C  -0.042  3.254  3.982  -0.529
C  0.958  3.510  3.132  -1.335
C  1.197  2.606  1.927  0.898
N  0.458  1.281  1.963  0.047
C  -1.967  -2.975  0.977  1.635
C  -2.136  -4.319  0.748  -1.152
C  -2.724  -4.664  -0.532  -0.524
C  -2.992  -3.744  -1.470  -0.628
C  -2.581  -2.305  -1.295  0.021
N  -2.188  -1.978  0.109  -0.830
H  -2.483  -2.226  2.899  0.618
H  -1.108  -3.319  2.928  0.150
H  0.535  -1.859  4.073  0.430
H  1.272  -0.738  2.928  0.088
H  2.029  -3.721  4.118  0.510
H  3.166  -5.574  2.900  0.406
H  3.042  -5.634  0.401  0.492
H  1.789  -3.827  -0.761  0.467
H  -1.539  -0.335  4.007  0.337
H  -2.227  0.002  2.422  0.484
H  -1.635  1.837  4.578  0.408
H  -0.213  3.944  4.806  0.332
H  1.571  4.394  3.264  0.515
H  2.288  2.402  1.850  -0.020
H  -1.937  -5.052  1.516  0.392
H  -2.987  -5.700  -0.733  0.314
H  -3.459  -4.029  -2.406  0.362
H  -3.418  -1.652  -1.539  0.209
C  1.820  2.977  -1.106  -0.456
Si  0.791  3.535  0.340  -0.262
C  -1.030  3.376  0.018  -0.878
C  1.211  5.352  0.579  0.252
C  0.227  6.333  0.701  -0.121
C  0.554  7.669  0.918  -0.641
C  1.883  8.046  1.020  -0.393
C  2.883  7.091  0.904  -0.722
C  2.544  5.762  0.683  -0.181
H  1.536  3.497  -2.020  0.332
H  1.720  1.917  -1.304  -0.238
H  2.876  3.184  -0.901  0.374
H  -1.350  3.943  -0.862  0.456
H  -1.599  3.715  0.886  0.385
H  -1.299  2.328  -0.130  -0.016
H  -0.818  6.058  0.636  0.323
H  -0.230  8.410  1.012  0.374
H  2.142  9.084  1.192  0.347
H  3.924  7.379  0.985  0.378
H  3.344  5.034  0.596  0.247
C  -0.023  2.122  -5.120  -1.438
C  0.046  0.888  -4.253  0.285
O  -0.041  1.226  -2.863  0.009
H  0.058  1.853  -6.176  0.439
H  0.778  2.821  -4.877  0.329
H  -0.977  2.639  -4.990  0.336
H  1.005  0.379  -4.362  0.127
H  -0.727  0.166  -4.517  -0.023
H  -0.935  1.549  -2.700  0.101
Cl  -4.103  -1.535  -3.914  -0.262
C  -2.515  -2.095  -4.431  1.206
C  -2.393  -2.347  -5.786  -0.617
C  -1.175  -2.645  -6.377  -0.692
C  -0.053  -2.664  -5.549  -0.380
C  -0.199  -2.421  -4.210  0.352
Cl  1.298  -2.424  -3.244  -0.087
C  -1.425  -2.145  -3.500  -1.601
N  -1.382  -1.989  -2.191  0.209
H  -3.293  -2.278  -6.384  0.384
H  -1.097  -2.846  -7.435  0.371
H  0.935  -2.872  -5.936  0.382
C  3.729  -0.184  1.411  -0.686
C  3.465  -0.515  -0.019  0.207
O  2.332  -0.452  -0.409  0.104
C  4.561  -0.922  -0.957  0.396
C  5.818  -1.235  -0.471  -0.391
C  6.819  -1.635  -1.344  -0.818
C  6.553  -1.707  -2.702  -0.359
C  5.298  -1.378  -3.189  -1.006
C  4.299  -0.984  -2.312  0.229
H  2.840  0.289  1.827  -0.793
H  4.594  0.468  1.529  0.594
H  3.935  -1.103  1.967  0.448
H  6.022  -1.183  0.589  0.388
H  7.798  -1.889  -0.961  0.405
H  7.331  -2.019  -3.386  0.391
H  5.088  -1.428  -4.248  0.422
H  3.317  -0.718  -2.676  0.411

This record from the OMol25 dataset describes one molecule with the formula C8H6O2. The level of theory is the ωB97M-V functional and the def2-TZVPD basis.

The value obtained for the HOMO energy (spin up / spin down) is -9.1 / -10.1 eV. Its SMILES is O=CC=C1C=CC(=O)C=C1. The gap between HOMO and LUMO (spin up / spin down) comes out at 0.253 / 0.288 Eh. The calculation puts the LUMO energy (spin up / spin down) at -2.2 / -2.3 eV. The charge is 0. As for the energy above the lowest of the compared OMol25 structures with the same formula, charge and spin: 102.89 kcal/mol.

Each line ends with the natural charge from an NBO analysis.
CARTESIAN COORDINATES (ANGSTROEM)
C  -0.513  -1.302  -0.154  -0.166
C  -0.032  1.102  -0.282  -0.183
C  -1.843  -1.101  -0.154  -0.245
C  -1.376  1.303  -0.142  -0.223
C  0.466  -0.268  -0.167  -0.024
C  -2.366  0.219  -0.019  0.347
C  1.796  -0.531  0.121  -0.218
C  2.919  0.368  0.267  0.360
O  -3.791  0.645  0.304  -0.445
O  3.047  1.518  -0.126  -0.501
H  -0.306  -2.378  -0.391  0.228
H  0.812  1.754  -0.124  0.255
H  -2.570  -1.927  -0.366  0.242
H  -1.854  2.255  0.184  0.249
H  1.938  -1.554  0.247  0.208
H  3.673  -0.104  0.802  0.119

This record from the OMol25 dataset describes C22H48AsCl2CsN5O3S2Si3 as an isolated structure. The level of theory is the ωB97M-V functional and the def2-TZVPD basis.

The value obtained for the HOMO energy is -4.7 eV. The gap between HOMO and LUMO comes out at 0.249 Eh. The calculation puts the LUMO energy at 2.1 eV. The charge is -1. As for the energy above the lowest of the compared OMol25 structures with the same formula, charge and spin: 0.00 kcal/mol.

Each line ends with the natural charge from an NBO analysis.
CARTESIAN COORDINATES (ANGSTROEM)
Cs  0.717  -0.172  -1.350  0.885
N  -2.846  2.249  -4.284  -0.816
C  -1.577  1.946  -3.856  0.293
S  -1.045  2.690  -2.398  -0.528
N  -0.940  1.136  -4.682  -0.490
N  0.320  0.804  -4.295  -0.203
C  1.007  0.216  -5.196  -0.036
C  2.374  -0.274  -4.967  0.175
C  3.075  -0.802  -6.053  -0.246
C  4.365  -1.265  -5.865  -0.172
C  4.925  -1.194  -4.599  -0.285
C  4.153  -0.665  -3.575  0.047
N  2.912  -0.222  -3.742  -0.436
H  -3.464  2.643  -3.599  0.391
H  -3.226  1.621  -4.975  0.382
H  0.578  0.093  -6.193  0.161
H  2.604  -0.837  -7.026  0.212
H  4.926  -1.674  -6.696  0.207
H  5.932  -1.538  -4.405  0.213
H  4.551  -0.584  -2.568  0.199
N  4.871  2.037  0.348  -0.846
C  3.702  1.462  1.023  -0.212
C  3.938  -0.006  1.327  -0.517
C  2.707  -0.813  1.764  0.783
O  2.924  -1.824  2.460  -0.776
O  1.580  -0.431  1.332  -0.858
H  5.631  2.159  1.008  0.341
H  4.656  2.952  -0.027  0.363
H  2.838  1.549  0.363  0.186
H  3.439  1.996  1.946  0.160
H  4.715  -0.136  2.083  0.204
H  4.310  -0.485  0.413  0.207
Cl  2.838  2.747  -2.472  -0.005
C  1.894  3.933  -1.571  -0.385
Cl  2.929  5.180  -0.812  -0.082
H  1.361  3.430  -0.774  0.228
H  1.200  4.413  -2.248  0.247
C  -4.402  -0.754  -0.894  -1.123
Si  -4.134  0.465  0.507  1.424
C  -4.141  2.189  -0.215  -1.147
C  -5.516  0.286  1.768  -1.127
As  -1.984  -0.056  1.316  -0.569
Si  -1.257  1.799  2.584  1.457
C  -0.312  2.885  1.393  -1.147
C  -2.680  2.728  3.395  -1.126
C  -0.072  1.216  3.905  -1.142
Si  -2.292  -1.734  2.937  1.434
C  -0.629  -2.206  3.653  -1.153
C  -3.009  -3.187  1.987  -1.125
C  -3.426  -1.259  4.359  -1.128
H  -5.390  -0.625  -1.345  0.225
H  -4.312  -1.789  -0.555  0.234
H  -3.649  -0.591  -1.668  0.249
H  -5.068  2.351  -0.777  0.226
H  -3.301  2.321  -0.903  0.281
H  -4.083  2.969  0.549  0.230
H  -6.471  0.600  1.338  0.229
H  -5.317  0.908  2.643  0.237
H  -5.620  -0.749  2.104  0.229
H  -0.890  3.141  0.501  0.256
H  0.570  2.318  1.078  0.247
H  0.026  3.805  1.877  0.232
H  -3.386  3.123  2.660  0.232
H  -2.309  3.570  3.987  0.230
H  -3.231  2.062  4.062  0.231
H  0.633  0.511  3.455  0.280
H  -0.567  0.730  4.747  0.225
H  0.491  2.073  4.286  0.231
H  0.204  -1.980  2.980  0.293
H  -0.602  -3.275  3.883  0.229
H  -0.435  -1.664  4.580  0.238
H  -2.358  -3.418  1.141  0.245
H  -4.003  -2.969  1.590  0.229
H  -3.080  -4.079  2.616  0.228
H  -3.041  -0.360  4.847  0.233
H  -3.435  -2.059  5.106  0.228
H  -4.455  -1.063  4.051  0.234
C  3.271  -4.481  -0.877  -0.827
S  2.172  -3.112  -0.511  1.276
C  1.380  -3.834  0.912  -0.832
O  1.128  -3.110  -1.588  -1.025
H  2.674  -5.379  -1.034  0.223
H  3.959  -4.604  -0.040  0.233
H  3.826  -4.236  -1.780  0.233
H  2.093  -3.882  1.733  0.273
H  0.962  -4.797  0.616  0.211
H  0.598  -3.134  1.201  0.257

> Which of these has the highest charge?

C7H22O7Tl